No. 1
Below is a molecular structure, C42H48Cl2F3N7NiO3 at a distorted geometry, with properties calculated with wB97M-V/def2-TZVPD.

XYZ file:
```
106
Properties=species:S:1:pos:R:3:forces:R:3
Ni -19.630131 -20.013044 5.672319 0.0 -1.7 -0.5
C -21.574569 -18.679540 4.383159 2.0 1.1 0.0
O -21.647811 -19.228435 5.713225 -1.6 -0.3 -0.3
O -20.282762 -18.901015 4.054562 0.0 -0.5 0.1
C -22.650112 -19.174952 3.384259 0.5 -1.3 1.0
F -22.803383 -20.516950 3.439445 0.0 -0.2 0.1
F -23.833142 -18.643134 3.699746 -0.6 0.4 -0.1
F -22.376281 -18.885797 2.131357 0.3 0.5 -0.5
C -22.937696 -19.272929 6.333337 -0.1 0.4 1.4
C -22.708192 -19.652034 7.791048 -0.6 -0.7 -0.4
H -21.877775 -19.126477 8.257108 0.1 0.1 -0.2
H -23.615751 -19.435400 8.358991 0.0 -0.1 0.0
H -22.535365 -20.730170 7.816292 0.2 0.1 0.3
H -23.634516 -19.947043 5.832803 0.3 -0.3 0.0
H -23.464518 -18.311715 6.349008 0.6 0.3 -0.5
H -21.780501 -17.602068 4.473840 -0.3 0.2 0.1
C -20.385013 -22.964232 8.489864 -0.4 -0.5 -1.0
C -19.352515 -21.875833 8.478040 -0.5 1.4 0.3
O -19.336617 -21.078596 7.354770 0.1 0.4 -0.8
H -20.126779 -23.720580 7.737995 -0.1 -0.1 0.2
H -21.343998 -22.553462 8.161229 0.0 0.1 0.1
H -20.549119 -23.419279 9.466646 0.2 -0.1 0.0
H -18.354211 -22.298288 8.682177 0.0 -0.1 0.1
H -19.620854 -21.242503 9.347810 0.0 -0.3 -0.2
N -13.230584 -23.305867 8.698993 -0.3 -0.1 -0.6
C -14.506836 -23.644565 8.430573 0.9 1.1 0.9
C -15.550419 -23.151267 9.219739 0.1 0.1 -0.6
C -15.248973 -22.433859 10.365024 -0.2 -0.4 0.2
C -13.924914 -22.266354 10.724387 -0.2 1.0 -0.2
C -12.966820 -22.567619 9.772187 0.1 -1.3 0.6
H -14.658008 -24.247870 7.548191 0.6 0.0 0.6
H -16.577810 -23.229550 8.883904 0.0 -0.3 0.2
H -16.038093 -22.023612 10.982455 0.0 -0.1 0.1
H -13.677546 -21.758620 11.647532 0.1 0.0 -0.1
H -11.918002 -22.377247 9.969751 0.0 0.2 -0.1
N -17.705497 -18.123341 13.053082 -0.5 0.1 0.2
C -18.357743 -19.264947 13.307777 0.4 0.5 -0.6
C -18.640653 -20.182701 12.305430 -0.4 -0.5 0.3
C -18.242664 -19.930689 11.005700 0.4 0.8 -0.5
C -17.634493 -18.710287 10.723279 -0.7 -0.5 0.5
C -17.436399 -17.841729 11.785282 0.8 0.1 -0.6
H -18.663758 -19.394922 14.336921 0.0 -0.3 0.0
H -19.203945 -21.077522 12.543127 0.1 -0.1 0.0
H -18.425751 -20.573402 10.152123 0.1 -0.1 0.7
H -17.425716 -18.448439 9.695897 0.2 0.1 0.1
H -16.969066 -16.888281 11.554974 0.0 0.1 0.4
N -20.068676 -21.994796 4.564140 -0.7 0.1 1.1
C -19.282355 -22.744988 3.803570 -0.2 0.4 0.2
C -19.686056 -23.971821 3.298287 0.8 0.1 -0.7
C -20.915034 -24.480586 3.624061 -1.0 0.5 0.1
C -21.753643 -23.705246 4.428616 0.8 -0.5 0.5
C -21.263113 -22.503244 4.918860 -0.2 -0.1 -0.4
H -18.293638 -22.326720 3.663011 0.0 -0.2 -0.4
H -19.049925 -24.474456 2.580450 0.1 -0.2 0.3
H -21.271152 -25.422631 3.227416 0.1 0.0 0.0
H -22.686792 -24.112926 4.792705 -0.1 0.2 -0.2
H -21.873757 -21.939505 5.612579 0.1 0.2 -0.1
N -15.525572 -25.715265 6.486511 -0.8 0.2 -0.8
C -16.002566 -26.913806 6.134087 0.7 -0.2 0.4
C -17.333811 -27.196591 5.871841 0.1 0.7 -0.5
C -18.205645 -26.119091 5.870219 -0.3 -0.4 0.3
C -17.730507 -24.852379 6.146532 -0.2 0.4 0.1
C -16.386763 -24.687924 6.438319 -0.3 -0.8 0.4
H -15.246018 -27.691218 6.142319 -0.2 -0.2 -0.1
H -17.688249 -28.177390 5.590767 0.2 -0.1 0.2
H -19.265544 -26.306183 5.741988 0.0 0.2 -0.3
H -18.402624 -24.003605 6.207396 0.0 0.0 -0.1
H -16.010235 -23.747432 6.823188 -0.4 0.1 -0.7
N -22.329450 -27.676609 10.391255 0.3 0.5 -0.2
C -21.265039 -26.898078 10.629466 -0.5 -0.4 0.2
C -20.528510 -26.294940 9.631946 -0.2 -0.1 -0.2
C -20.938220 -26.493790 8.317794 0.1 0.3 0.2
C -22.084604 -27.234491 8.041303 1.1 0.3 0.0
C -22.721370 -27.812896 9.122053 -0.7 -0.2 0.6
H -21.053169 -26.729725 11.679047 0.2 -0.1 0.0
H -19.677672 -25.676033 9.879089 0.0 0.0 -0.1
H -20.370471 -25.992261 7.545988 -0.1 -0.1 -0.2
H -22.382618 -27.335417 7.007809 -0.4 -0.2 0.1
H -23.666898 -28.341130 9.053944 0.1 -0.2 -0.5
N -17.565124 -20.322791 5.165017 0.2 0.7 -0.7
C -16.591721 -20.701124 5.992004 0.2 -0.5 1.1
C -15.265322 -20.882767 5.638351 0.4 0.1 -1.1
C -14.895292 -20.660475 4.312318 -0.5 0.3 0.1
C -15.880098 -20.199838 3.450399 -0.4 -0.1 0.0
C -17.186841 -20.043928 3.904560 0.4 0.2 -0.1
H -16.856981 -20.886377 7.026546 -0.4 0.0 -0.1
H -14.492230 -21.174443 6.334696 -0.3 -0.1 0.3
H -13.879925 -20.772308 3.958671 0.1 -0.1 0.1
H -15.682622 -19.939996 2.419872 0.1 -0.1 0.0
H -17.911261 -19.620235 3.220263 -0.4 -0.2 0.2
N -25.196670 -22.976963 7.250056 0.1 0.2 0.7
C -24.340868 -23.956861 7.566858 -0.3 0.7 0.3
C -24.287210 -24.524279 8.843116 0.3 -0.3 -0.5
C -25.189751 -24.108236 9.795300 -0.8 -0.3 0.0
C -26.150316 -23.166629 9.454672 0.5 -0.2 0.0
C -26.047161 -22.572904 8.207505 -0.4 -0.3 -0.4
H -23.675495 -24.201076 6.748901 0.2 -0.5 0.2
H -23.621416 -25.342245 9.080207 0.2 0.2 -0.1
H -25.245733 -24.592244 10.762224 0.2 0.0 0.0
H -26.953881 -22.961128 10.147139 0.1 0.4 0.0
H -26.738197 -21.783697 7.936450 0.0 0.0 -0.1
C -23.000149 -21.384812 10.687727 -0.2 -0.1 0.0
Cl -22.376393 -22.614773 11.789934 0.0 -0.1 0.1
Cl -24.556941 -20.705916 11.267424 0.6 -0.1 -0.2
H -22.245847 -20.611192 10.602426 -0.2 0.2 0.1
H -23.156240 -21.852830 9.721622 -0.2 0.0 0.1
```
Positions in Å, forces in eV/Å.

Output
Gap between HOMO and LUMO (alpha / beta)   8.5 / 8.2 eV
DFT total energy   -135144.195 eV
<S²>   2.00
Spin multiplicity   3

Atom charges from the Mulliken analysis, given in e for atoms 1 to 8: number 1, Ni, carries 0.43; number 2, C, carries 0.43; number 3, O, carries -0.11; number 4, O, carries -0.89; number 5, C, carries 0.52; number 6, F, carries -0.20; number 7, F, carries -0.27; number 8, F, carries -0.29

***

No. 2
Below is C7H8N4 in the gas phase at a distorted geometry, with properties calculated with wB97M-V/def2-TZVPD.

XYZ file:
```
19
Properties=species:S:1:pos:R:3:forces:R:3
N 2.277900 0.431670 -1.933077 0.2 0.2 0.6
C 1.228742 0.222533 -1.002130 -0.2 -1.5 0.2
C 1.132492 -0.928495 -0.226258 -0.5 0.9 0.0
C 0.016757 -1.053067 0.624476 -0.5 0.6 0.6
C -0.414028 -1.952643 1.644691 -0.3 0.0 -0.1
N -1.506904 -1.527379 2.245199 0.3 -0.7 0.2
N -1.841791 -0.367374 1.664371 -0.8 1.0 0.3
C -0.944154 -0.012797 0.706443 0.4 -0.5 -0.2
C -0.876564 1.091229 -0.125853 0.0 -0.2 0.0
C 0.177100 1.162473 -0.992630 0.0 0.7 -0.1
N 0.303659 2.256834 -1.853045 -0.4 0.5 -0.7
H 2.698340 1.341805 -1.711260 0.1 -0.5 -0.4
H 2.959744 -0.317144 -1.809551 0.0 0.5 -0.2
H 1.901140 -1.684754 -0.223858 0.2 -0.1 -0.1
H 0.032244 -2.893356 1.915046 0.0 -0.1 0.2
H -2.617604 0.208151 2.052082 1.2 -1.0 -0.6
H -1.626615 1.851795 -0.134887 -0.4 0.4 0.0
H 0.665284 1.963767 -2.759107 0.0 0.2 0.2
H -0.564647 2.798078 -1.965039 0.7 -0.5 0.1
```
Positions in Å, forces in eV/Å.

Output
Gap between HOMO and LUMO   8.7 eV
SMILES string   Nc1cc2cn[nH]c2cc1N
DFT total energy   -13349.177 eV

Atom charges from the Mulliken analysis, given in e for atoms 1 to 8: number 1, N, carries -0.68; number 2, C, carries 0.90; number 3, C, carries -0.94; number 4, C, carries 0.74; number 5, C, carries -0.65; number 6, N, carries -0.88; number 7, N, carries 0.23; number 8, C, carries -0.15